The following is a DFT calculation (the ωB97M-V functional and the def2-TZVPD basis) of C3H3NO as an isolated structure in a non-equilibrium geometry.

The value obtained for the largest force on an atom is 2.48 eV/Å. For the HOMO energy, the calculation gives -0.349 Eh. For the electronic energy, the calculation gives -6691.5006 eV. As for the frontier orbital gap: 9.86 eV.

Last column: Löwdin charge in e.
Geometry (Å):
O: -0.771 0.741 -1.152  -0.02
C: -0.464 0.595 0.114  -0.30
C: -0.069 -0.876 0.205  0.02
C: 0.764 0.041 -0.658  -0.31
N: 1.450 0.939 -0.194  0.22
H: -0.607 1.363 0.880  0.16
H: -0.878 -1.500 -0.167  0.11
H: 0.574 -1.302 0.973  0.11